# 1
# C32H32N4O4S2Y

A structure of composition C32H32N4O4S2Y at a distorted geometry (ωB97M-V/def2-TZVPD, the Open Molecules 2025 dataset).

Atoms and positions in Å:
Y  -0.4085  0.2015  -0.2609
O  -0.2070  -1.1243  -1.9176
C  -0.6227  -1.3707  -3.0965
C  0.2498  -1.9464  -4.0655
C  -0.1450  -2.1572  -5.3577
C  -1.4267  -1.7975  -5.7850
C  -2.3092  -1.2804  -4.8681
C  -1.9570  -1.0772  -3.5256
C  -2.9335  -0.5541  -2.6225
N  -2.8322  -0.4547  -1.3476
C  -3.9882  0.0653  -0.6550
C  -3.5505  1.0463  0.4463
N  -2.4490  1.8112  -0.0634
C  -2.5259  3.0803  -0.0972
C  -1.5430  3.9271  -0.7085
C  -1.7505  5.3113  -0.7068
C  -0.9168  6.1775  -1.3735
C  0.1704  5.6572  -2.0740
C  0.4196  4.3099  -2.0799
C  -0.4051  3.3783  -1.3876
O  -0.1066  2.1288  -1.4027
H  1.2395  -2.2339  -3.7360
H  0.5468  -2.6062  -6.0588
H  -1.7119  -1.9467  -6.8190
H  -3.3146  -1.0276  -5.1819
H  -3.8790  -0.2472  -3.1068
H  -4.5415  -0.7730  -0.2077
H  -4.6595  0.5943  -1.3583
H  -3.1952  0.4955  1.3232
H  -4.4042  1.6802  0.7497
H  -3.4204  3.5946  0.3051
H  -2.5945  5.7073  -0.1535
H  -1.1100  7.2420  -1.3750
H  0.8251  6.3241  -2.6204
H  1.2708  3.9162  -2.6207
C  2.3144  0.6992  -2.3464
N  2.2786  0.1756  -0.9705
C  3.0981  1.0688  -0.1438
C  2.9920  0.8700  1.3694
N  1.9648  1.6491  2.0659
C  1.6226  2.9470  1.5119
C  2.2639  1.7883  3.4611
C  3.4154  2.4485  3.8851
C  3.7018  2.6373  5.2240
C  2.8111  2.1775  6.1826
C  1.6463  1.5578  5.7839
C  1.3673  1.3424  4.4325
S  -0.1662  0.5133  4.1103
C  2.7871  -1.1852  -0.9541
C  3.9263  -1.5033  -1.6840
C  4.3900  -2.8022  -1.7934
C  3.6914  -3.8226  -1.1674
C  2.5913  -3.5189  -0.3995
C  2.1150  -2.2077  -0.2601
S  0.7583  -1.9429  0.7897
H  3.3213  1.0191  -2.6595
H  1.9627  -0.0682  -3.0314
H  1.6441  1.5553  -2.4130
H  4.1617  0.9314  -0.4109
H  2.8235  2.0923  -0.4067
H  2.7885  -0.1845  1.5863
H  3.9869  1.1032  1.7896
H  2.4950  3.5899  1.2987
H  1.0292  2.8160  0.6092
H  0.9942  3.4628  2.2362
H  4.0930  2.8410  3.1405
H  4.6048  3.1513  5.5230
H  3.0198  2.3020  7.2356
H  0.9242  1.2172  6.5120
H  4.4656  -0.7156  -2.1961
H  5.2812  -3.0117  -2.3683
H  4.0051  -4.8515  -1.2854
H  2.0495  -4.3005  0.1069
O  -0.1381  -0.0010  2.5968
O  -0.7631  0.8836  1.6480

As for the energy above the lowest of the compared OMol25 structures with the same formula, charge and spin: 90.0 kJ/mol. As for the frontier orbital gap: 0.2475 hartree. As for the net charge: -1. As for the LUMO energy: 2.676 eV.

=====

# 2
# C3H2O3

A cluster of 2 separate species, C3H2O3 in total at a distorted geometry (ωB97M-V/def2-TZVPD, the Open Molecules 2025 dataset).

Atoms and positions in Å:
C  -1.8825  0.3943  0.3583
C  1.8529  -0.0371  -0.3898
C  -1.8062  -0.7779  1.1728
O  -2.2671  1.3969  -0.1116
O  -1.3922  -0.8393  -0.0375
O  1.5665  -0.9673  0.3222
H  2.6360  -0.0395  -1.0941
H  1.2926  0.8699  -0.2202

As for the energy above the lowest of the compared OMol25 structures with the same formula, charge and spin: 139.3 kJ/mol. As for the frontier orbital gap (alpha / beta): 0.3266 / 0.2980 hartree. As for the LUMO energy (alpha / beta): 0.616 / -2.344 eV. Its spin multiplicity is 3.

=====

# 3
# C3H9O2

A structure of composition C3H9O2 (ωB97M-V/def2-TZVPD, the Open Molecules 2025 dataset).

Atoms and positions in Å:
C  0.0420  1.8291  -1.3339
O  1.0266  1.6480  -0.4066
H  -0.8024  2.4748  -1.0051
H  -0.4742  0.9011  -1.6768
H  0.4688  2.2657  -2.2561
C  0.5765  -1.1558  1.0736
O  0.8174  0.1253  1.4677
C  -0.8340  -1.3688  0.4232
H  0.6154  -1.8392  1.9434
H  1.3026  -1.5596  0.3349
H  0.8113  0.8882  0.5490
H  -1.5938  -1.5681  1.1894
H  -0.8569  -2.2201  -0.2610
H  -1.0995  -0.4206  -0.0416

As for the energy above the lowest of the compared OMol25 structures with the same formula, charge and spin: 55.5 kJ/mol. As for the frontier orbital gap: 0.2950 hartree. As for the net charge: -1. As for the LUMO energy: 4.504 eV.

=====

# 4
# C5H7NO

The molecule C5H7NO (ωB97M-V/def2-TZVPD, the Open Molecules 2025 dataset).

Atoms and positions in Å:
O  0.6637  -2.0842  -0.8826
C  -0.3341  -1.4613  -1.3360
C  -0.4215  -0.0754  -1.3225
C  -0.0973  1.3795  0.2110
C  -0.4089  0.4610  1.3336
C  0.9251  0.0162  0.6874
N  0.6406  0.6942  -0.7451
H  -1.2045  -2.0362  -1.6915
H  -1.2218  0.5055  -1.7572
H  0.1092  2.4391  0.3874
H  -1.2240  -0.2587  1.3466
H  -0.3166  0.9831  2.2853
H  1.0157  -1.0774  0.3835
H  1.8225  0.4348  1.1259

As for the energy above the lowest of the compared OMol25 structures with the same formula, charge and spin: 581.5 kJ/mol. As for the frontier orbital gap (alpha / beta): 0.2425 / 0.2723 hartree. As for the LUMO energy (alpha / beta): -0.915 / -0.458 eV.